1) The following is a quantum chemistry calculation of a molecular structure, C5H6S2, from OMol25.

Calculated values
Kohn-Sham gap ... 0.33123 Ha
2S+1 ... 1
Net charge ... 0

The geometry in XYZ format:
```
13
C5H6S2 | OMol25 | ωB97M-V/def2-TZVPD
C -1.266 0.480 -0.077
C -0.447 -0.390 1.114
C -0.366 -0.484 -0.959
C 1.144 0.218 -0.559
C 0.908 0.087 0.825
H -0.897 1.595 -0.207
H -2.367 0.486 -0.093
H -0.774 -0.437 2.159
H -0.439 -0.519 -2.131
H 1.554 0.993 -1.089
H 1.516 0.924 0.979
S -0.711 -1.880 0.009
S 2.146 -1.072 0.029
```

2) The following is a quantum chemistry calculation of C5H6S2 in the gas phase, from OMol25.

Calculated values
Kohn-Sham gap ... 0.29897 Ha
2S+1 ... 1
Net charge ... 0

The geometry in XYZ format:
```
13
C5H6S2 | OMol25 | ωB97M-V/def2-TZVPD
C -0.267 -0.591 -0.627
C -1.065 0.321 -0.810
C 0.636 -1.866 -0.655
C -1.692 1.562 -0.970
C 1.352 -0.254 1.531
S 0.568 -2.978 -1.878
S 1.374 -1.983 0.943
H -0.889 2.165 -1.365
H -1.820 1.861 0.065
H -2.565 1.636 -1.541
H 2.208 -0.330 2.389
H 0.434 -0.053 2.043
H 1.726 0.509 0.875
```

Most stable of them? 2).